DFT (ωB97M-V/def2-TZVPD) results for a 2-piece molecular cluster, C2H3NOS2 overall at a distorted geometry.

The value obtained for the LUMO energy is -1.152 eV. The energy comes out at -27329.11258 eV. The energy above the lowest of the compared OMol25 structures with the same formula, charge and spin is 1.664 eV.

ORCA input file:
```
! wB97M-V def2-TZVPD RIJCOSX def2/J DEFGRID3
* xyz 0 1
C -2.14 -0.56 0.07
C 1.36 1.48 -0.08
N -1.82 -1.65 0.39
O -2.57 0.47 -0.14
S 1.02 -0.11 -0.41
S 2.31 -1.41 0.17
H 2.23 1.98 0.45
H 0.72 2.17 -0.49
H -1.13 -2.36 0.03
*
```



DFT (ωB97M-V/def2-TZVPD) results for C36H49N6NaO2PS2 as an isolated structure at a distorted geometry.

As for the expectation value of S²: 0.776. The value obtained for the LUMO energy (alpha / beta) is 3.017 / 3.016 eV. The energy comes out at -86540.46879 eV. The energy above the lowest of the compared OMol25 structures with the same formula, charge and spin is 2.652 eV.

ORCA input file:
```
! wB97M-V def2-TZVPD RIJCOSX def2/J DEFGRID3
* xyz -2 2
Na -15.42 -1.82 15.42
C -19.30 -5.28 19.20
C -17.94 -4.77 18.75
O -18.11 -3.99 17.51
P -17.26 -4.60 16.26
S -17.65 -3.42 14.79
S -15.37 -4.76 16.71
O -17.97 -6.08 16.34
C -17.91 -7.01 15.29
C -16.71 -7.95 15.40
H -19.16 -6.23 19.70
H -19.93 -5.50 18.31
H -19.83 -4.60 19.82
H -17.21 -5.59 18.55
H -17.41 -4.09 19.43
H -17.88 -6.48 14.32
H -18.80 -7.67 15.25
H -15.77 -7.39 15.57
H -16.61 -8.50 14.46
H -16.77 -8.65 16.23
C -10.40 -0.79 15.35
C -11.60 -1.36 15.79
N -11.72 -2.18 16.81
C -10.64 -2.48 17.52
C -9.34 -1.95 17.21
C -9.29 -1.02 16.13
C -8.12 -2.29 17.86
C -7.96 -2.94 19.07
C -8.83 -2.74 20.17
C -9.43 -1.55 20.57
C -10.28 -1.61 21.66
N -10.44 -2.69 22.38
C -9.75 -3.79 22.00
N -8.99 -3.85 20.92
H -10.48 -0.08 14.51
H -12.51 -1.26 15.20
H -10.74 -3.19 18.32
H -8.34 -0.54 15.96
H -7.23 -2.04 17.24
H -7.32 -3.80 19.11
H -9.39 -0.68 19.94
H -10.87 -0.78 21.97
H -9.82 -4.72 22.54
C -14.61 -2.24 10.46
N -13.72 -1.33 11.22
C -12.29 -1.17 10.86
C -13.97 -1.25 12.52
N -14.20 -1.41 13.64
H -14.92 -1.71 9.54
H -15.49 -2.55 11.06
H -14.03 -3.10 10.12
H -11.77 -2.12 11.12
H -11.94 -0.35 11.45
H -12.22 -0.91 9.78
C -15.84 -0.27 22.21
C -15.41 -0.87 20.92
C -14.94 -2.19 20.91
C -14.53 -2.81 19.72
C -14.02 -4.23 19.79
C -14.47 -2.03 18.59
C -15.21 -0.76 18.47
C -15.54 -0.17 19.75
N -15.62 -0.42 17.27
C -16.28 0.91 17.03
C -15.27 2.05 17.35
C -15.90 3.43 17.00
C -16.23 3.42 15.45
C -17.25 2.27 15.07
C -18.58 2.49 15.86
C -18.26 2.55 17.38
C -17.26 3.70 17.73
C -17.60 1.18 17.75
C -16.62 0.95 15.52
H -16.91 -0.29 22.37
H -15.59 0.79 22.27
H -15.32 -0.75 23.04
H -14.91 -2.78 21.83
H -13.87 -4.78 18.87
H -14.78 -4.81 20.39
H -13.07 -4.21 20.34
H -14.08 -2.41 17.62
H -16.02 0.80 19.82
H -14.28 1.89 16.93
H -15.07 2.04 18.43
H -15.19 4.23 17.27
H -15.29 3.34 14.92
H -16.68 4.39 15.16
H -17.43 2.29 13.96
H -19.34 1.71 15.75
H -19.11 3.42 15.53
H -19.19 2.70 17.94
H -17.15 3.71 18.81
H -17.64 4.66 17.40
H -18.29 0.34 17.56
H -17.47 1.16 18.86
H -15.78 0.68 14.91
H -17.35 0.15 15.39
*
```